A single C19H23FN2O4 molecule, computed with ωB97M-V with the def2-TZVPD basis set.

Last column: natural (NBO) charge in e.
Positions of all 49 atoms, in Å:
C -2.319 -1.037 3.168  -0.640
C -2.168 0.475 3.240  -0.073
O -1.341 0.975 2.183  -0.519
C -1.883 1.048 0.971  0.794
O -3.022 0.749 0.720  -0.605
C -0.886 1.602 -0.064  0.048
C -1.382 3.012 -0.421  -0.396
C -0.419 3.785 -1.312  -0.608
N 0.481 1.600 0.412  -0.631
C 0.986 0.234 0.380  -0.081
C 2.466 0.196 0.091  0.084
C 3.084 1.227 -0.602  -0.257
C 4.436 1.167 -0.891  -0.183
C 5.190 0.074 -0.500  -0.294
C 4.557 -0.949 0.182  0.411
F 5.280 -2.022 0.567  -0.325
C 3.210 -0.908 0.486  -0.319
C 0.173 -0.424 -0.759  -0.318
C -0.743 -1.547 -0.298  0.715
O -0.469 -2.455 0.444  -0.585
N -1.966 -1.347 -0.889  -0.485
C -3.075 -2.272 -0.766  -0.226
C -3.261 -3.082 -2.043  -0.613
C -2.083 -0.130 -1.541  0.739
O -3.014 0.207 -2.216  -0.559
C -0.802 0.633 -1.267  -0.315
H -2.838 -1.390 4.055  0.220
H -2.895 -1.313 2.290  0.223
H -1.344 -1.516 3.111  0.222
H -3.147 0.959 3.176  0.197
H -1.657 0.782 4.155  0.193
H -1.525 3.566 0.510  0.205
H -2.354 2.909 -0.905  0.234
H -0.349 3.339 -2.301  0.203
H -0.771 4.806 -1.428  0.217
H 0.571 3.803 -0.865  0.217
H 0.576 2.027 1.326  0.389
H 0.795 -0.315 1.315  0.208
H 2.493 2.076 -0.905  0.229
H 4.909 1.976 -1.428  0.216
H 6.244 0.005 -0.715  0.229
H 2.750 -1.728 1.015  0.236
H 0.831 -0.816 -1.539  0.257
H -2.849 -2.927 0.079  0.227
H -3.971 -1.682 -0.555  0.224
H -4.095 -3.768 -1.923  0.215
H -3.469 -2.418 -2.877  0.223
H -2.363 -3.657 -2.261  0.208
H -0.465 1.172 -2.151  0.249

Results
Energy relative to the best compared isomer or geometry (same formula, charge and spin)   0.000 eV
E_LUMO   0.695 eV
Structure (SMILES)   CCOC(=O)[C@@]1(CC)N[C@H](c2cccc(F)c2)[C@H]2C(=O)N(CC)C(=O)[C@H]21
DFT total energy   -33965.988 eV
Molecular weight   362.40 g mol⁻¹
HOMO energy   -9.18 eV

A single C19H23FN4O2 molecule in a non-equilibrium geometry, computed with ωB97M-V with the def2-TZVPD basis set.

Last column: natural (NBO) charge in e.
Positions of all 49 atoms, in Å:
C 5.042 0.226 0.793  -0.652
C 4.371 1.275 -0.101  -0.206
N 2.944 1.127 -0.326  -0.458
C 2.546 0.414 -1.512  -0.215
C 2.993 -1.059 -1.683  -0.236
N 2.429 -1.944 -0.706  -0.175
C 1.148 -2.343 -0.591  -0.026
C 1.085 -3.174 0.504  -0.342
C 2.398 -3.215 0.988  -0.057
N 3.196 -2.471 0.245  -0.289
C 2.175 0.846 0.878  -0.272
C 0.725 1.112 0.650  0.122
N -0.212 0.120 0.667  -0.477
C -1.349 0.701 0.410  0.466
C -2.633 0.044 0.308  -0.115
C -2.707 -1.340 0.479  -0.188
C -3.929 -1.963 0.373  -0.256
C -5.072 -1.227 0.100  0.313
F -6.237 -1.922 0.010  -0.331
C -5.030 0.157 -0.075  0.225
O -6.063 0.993 -0.343  -0.487
C -7.375 0.486 -0.466  -0.246
C -3.782 0.772 0.035  -0.169
O -1.225 2.033 0.218  -0.406
C 0.097 2.295 0.368  0.256
C 0.605 3.678 0.211  -0.663
H 6.122 0.325 0.715  0.210
H 4.760 -0.786 0.514  0.239
H 4.764 0.374 1.833  0.202
H 4.852 1.286 -1.082  0.191
H 4.525 2.264 0.351  0.184
H 2.937 0.966 -2.373  0.198
H 1.455 0.448 -1.560  0.205
H 2.689 -1.386 -2.683  0.206
H 4.078 -1.138 -1.601  0.225
H 0.389 -2.015 -1.271  0.221
H 0.228 -3.680 0.897  0.223
H 2.788 -3.751 1.831  0.208
H 2.279 -0.185 1.238  0.206
H 2.543 1.522 1.655  0.208
H -1.806 -1.889 0.691  0.237
H -4.030 -3.030 0.498  0.232
H -7.999 1.355 -0.669  0.194
H -7.712 0.007 0.456  0.183
H -7.460 -0.222 -1.294  0.183
H -3.736 1.841 -0.098  0.230
H 1.670 3.642 0.004  0.245
H 0.436 4.256 1.120  0.225
H 0.089 4.176 -0.607  0.230

Results
Energy relative to the best compared isomer or geometry (same formula, charge and spin)   3.329 eV
E_LUMO   0.721 eV
Structure (SMILES)   CCN(CCn1cccn1)Cc1nc(-c2ccc(F)c(OC)c2)oc1C
DFT total energy   -32847.973 eV
Molecular weight   358.42 g mol⁻¹
HOMO energy   -7.96 eV

3 unconnected molecules or ions with the total composition C19H23N2O2S2 in a non-equilibrium geometry, computed with ωB97M-V with the def2-TZVPD basis set.

Last column: natural (NBO) charge in e.
Positions of all 48 atoms, in Å:
O -2.550 1.492 -0.590  -0.937
S -1.215 1.040 -0.857  2.011
O -0.503 1.633 -1.936  -0.889
C -1.335 -0.729 -1.123  -0.824
S -2.639 -1.378 -0.044  0.664
C -1.923 -2.875 0.666  -0.526
C -1.385 -2.661 2.096  -0.443
C -0.670 -1.333 2.206  -0.031
C -1.291 -0.240 2.813  -0.267
C -0.645 0.992 2.840  -0.184
C 0.624 1.128 2.274  -0.254
C 1.247 0.040 1.678  -0.105
C 0.600 -1.192 1.640  -0.268
H -0.458 1.193 0.262  0.052
H -0.379 -1.205 -0.939  0.284
H -1.676 -0.866 -2.144  0.304
H -2.597 -0.457 0.945  0.218
H -1.110 -3.175 0.015  0.255
H -2.705 -3.624 0.641  0.271
H -2.147 -2.783 2.856  0.242
H -0.654 -3.447 2.261  0.254
H -2.266 -0.381 3.256  0.229
H -1.135 1.833 3.303  0.241
H 1.103 2.093 2.328  0.244
H 2.224 0.110 1.235  0.234
H 1.102 -2.028 1.176  0.227
N -2.324 2.908 -5.511  -0.419
C -3.194 3.660 -6.181  0.036
C -4.205 4.392 -5.576  -0.256
C -4.322 4.337 -4.197  -0.172
C -3.425 3.558 -3.483  -0.259
C -2.447 2.869 -4.185  0.015
H -3.070 3.674 -7.258  0.196
H -4.881 4.989 -6.172  0.224
H -5.098 4.893 -3.687  0.218
H -3.480 3.485 -2.405  0.217
H -1.732 2.252 -3.658  0.194
N 4.190 -1.319 2.549  -0.450
C 5.007 -1.090 1.521  0.024
C 6.155 -1.824 1.270  -0.253
C 6.478 -2.855 2.138  -0.157
C 5.642 -3.107 3.214  -0.252
C 4.517 -2.314 3.373  0.031
H 4.726 -0.271 0.867  0.184
H 6.780 -1.592 0.420  0.228
H 7.367 -3.451 1.980  0.227
H 5.858 -3.898 3.918  0.228
H 3.839 -2.477 4.205  0.193

Results
E_LUMO   -3.343 eV
Charge   +1
DFT total energy   -48812.748 eV
Molecular weight   375.54 g mol⁻¹
HOMO energy   -11.23 eV

A molecular structure, C19H23N3NiO7P2S2, computed with ωB97M-V with the def2-TZVPD basis set.

Last column: natural (NBO) charge in e.
Positions of all 57 atoms, in Å:
Ni 0.865 1.642 -0.187  1.142
N 0.871 2.962 3.987  -0.701
C 0.587 3.514 2.602  -0.639
C 0.307 5.006 2.679  -0.646
P 2.190 3.222 1.681  2.392
O 2.442 1.713 2.176  -1.075
O 3.145 4.168 2.288  -1.119
O 1.818 3.247 0.210  -1.101
P -0.829 2.503 1.963  2.375
O -2.151 3.356 2.297  -1.000
O -0.822 1.259 2.771  -1.147
O -0.744 2.467 0.444  -1.134
H 1.843 3.162 4.243  0.448
H 0.701 1.945 3.923  0.490
H 0.240 3.351 4.687  0.418
H 1.182 5.537 3.053  0.247
H -0.567 5.219 3.299  0.210
H 0.107 5.376 1.674  0.248
H 2.771 1.058 1.519  0.560
H -2.422 3.898 1.546  0.508
O 2.552 0.991 -0.566  -0.622
N 2.736 -0.114 -1.304  -0.057
C 2.638 0.023 -2.648  0.043
C 2.885 -1.018 -3.486  -0.306
C 3.278 -2.242 -2.908  -0.173
C 3.388 -2.356 -1.555  -0.264
C 3.104 -1.274 -0.664  0.021
S 3.191 -1.371 1.000  -0.254
H 2.363 1.018 -2.963  0.233
H 2.798 -0.885 -4.553  0.229
H 3.506 -3.091 -3.540  0.220
H 3.708 -3.278 -1.090  0.235
N -0.055 -0.012 -0.163  -1.151
S -0.338 -1.126 -1.247  1.118
C -0.637 -2.618 -0.320  -0.166
C -1.734 -2.707 0.529  -0.218
C -1.888 -3.840 1.308  -0.205
C -0.956 -4.870 1.230  -0.185
C 0.132 -4.769 0.378  -0.191
C 0.300 -3.634 -0.403  -0.215
C -1.988 -0.872 -1.917  -0.170
C -2.624 0.331 -1.669  -0.241
C -3.875 0.554 -2.233  -0.199
C -4.463 -0.413 -3.033  -0.203
C -3.806 -1.614 -3.279  -0.190
C -2.560 -1.848 -2.722  -0.246
H -0.656 -0.077 0.657  0.404
H -2.457 -1.902 0.579  0.229
H -2.733 -3.920 1.978  0.223
H -1.081 -5.753 1.842  0.220
H 0.861 -5.567 0.328  0.222
H 1.155 -3.529 -1.056  0.236
H -2.145 1.076 -1.043  0.260
H -4.387 1.488 -2.045  0.220
H -5.437 -0.234 -3.470  0.219
H -4.266 -2.368 -3.903  0.219
H -2.045 -2.785 -2.901  0.225

Results
Energy relative to the best compared isomer or geometry (same formula, charge and spin)   0.033 eV
E_LUMO (alpha / beta)   0.299 / 0.301 eV
DFT total energy   -120174.733 eV
Molecular weight   590.18 g mol⁻¹
HOMO energy (alpha / beta)   -7.30 / -7.30 eV